Computed, not measured: C45H52N9NbSSi2 as an isolated structure in a non-equilibrium geometry, with ωB97M-V/def2-TZVPD.

gap between HOMO and LUMO (alpha / beta) = 4.44 / 4.41 eV
molar mass = 900.1 g/mol
HOMO energy (alpha / beta) = -11.3 / -11.3 eV
energy = -89048.53226 eV
charge = +2
ΔE to the lowest compared entry with this formula, charge and spin = 3.792 eV

Cartesian coordinates (Å):
Nb: -9.80 -6.28 -17.38
S: -7.43 -6.90 -22.12
Si: -8.53 -5.06 -14.70
Si: -13.88 -5.41 -18.12
N: -8.09 -7.58 -18.19
N: -10.93 -7.47 -15.68
N: -11.04 -7.86 -18.53
N: -6.71 -5.01 -23.87
N: -12.27 -5.89 -17.02
N: -13.16 -7.67 -15.47
N: -9.69 -4.78 -16.09
N: -9.47 -10.14 -17.49
N: -10.10 -11.44 -19.23
C: -7.70 -3.86 -20.33
C: -13.24 -9.11 -13.46
C: -6.77 -4.18 -24.97
C: -7.95 -4.14 -25.67
C: -10.38 -9.08 -13.74
C: -12.17 -7.31 -16.45
C: -8.63 -13.44 -15.99
C: -9.31 -5.25 -19.09
C: -10.00 -3.33 -20.51
C: -12.42 -9.84 -12.63
C: -9.04 -4.90 -25.23
C: -9.09 -11.47 -17.27
C: -7.95 -4.87 -19.32
C: -13.25 -4.40 -15.18
C: -7.71 -5.82 -23.41
C: -7.27 -3.70 -14.93
C: -9.13 -14.27 -17.00
C: -4.45 -5.35 -18.07
C: -10.03 -10.17 -18.71
C: -11.05 -9.76 -12.74
C: -9.22 -5.20 -12.94
C: -13.13 -3.25 -14.40
C: -8.69 -12.04 -16.06
C: -12.16 -8.36 -17.59
C: -6.88 -6.80 -18.00
C: -10.87 -2.90 -15.20
C: -13.69 -3.54 -18.27
C: -12.59 -8.40 -14.47
C: -15.54 -5.93 -17.27
C: -11.18 -8.29 -14.59
C: -6.83 -5.51 -18.63
C: -8.67 -3.05 -20.85
C: -10.32 -4.42 -19.70
C: -7.75 -6.75 -15.09
C: -4.47 -6.68 -17.54
C: -10.90 -4.19 -15.82
C: -9.54 -12.32 -18.31
C: -12.15 -4.85 -15.93
C: -9.48 -13.70 -18.25
C: -5.71 -7.36 -17.52
C: -13.85 -6.32 -19.80
C: -10.54 -8.92 -19.41
C: -11.94 -2.48 -14.44
C: -5.61 -4.78 -18.54
C: -8.94 -5.75 -24.14
H: -15.69 -5.50 -16.27
H: -9.93 -2.38 -15.10
H: -9.19 -15.31 -16.84
H: -5.72 -8.37 -17.09
H: -8.35 -5.11 -12.26
H: -15.62 -7.05 -17.23
H: -11.87 -9.34 -17.11
H: -10.50 -10.41 -12.05
H: -13.96 -7.39 -19.71
H: -5.65 -3.75 -18.79
H: -7.73 -2.94 -15.57
H: -8.56 -11.39 -15.25
H: -14.10 -3.13 -19.18
H: -12.94 -6.15 -20.40
H: -9.89 -14.31 -19.03
H: -10.83 -2.76 -20.91
H: -9.34 -9.17 -13.94
H: -13.16 -8.48 -18.06
H: -5.84 -3.66 -25.25
H: -8.43 -7.50 -15.53
H: -8.19 -8.43 -17.65
H: -14.11 -7.79 -15.72
H: -14.25 -2.94 -17.54
H: -11.50 -7.19 -19.18
H: -9.68 -6.17 -12.83
H: -14.19 -4.92 -15.18
H: -5.85 -5.04 -23.31
H: -12.61 -3.17 -18.22
H: -3.57 -7.15 -17.05
H: -6.90 -3.35 -13.97
H: -8.03 -3.56 -26.54
H: -6.47 -4.17 -15.44
H: -14.33 -9.13 -13.41
H: -9.94 -4.41 -12.69
H: -11.44 -4.60 -19.43
H: -11.84 -1.64 -13.81
H: -3.49 -4.82 -18.00
H: -7.58 -7.24 -14.07
H: -8.34 -13.91 -15.06
H: -9.69 -6.46 -23.83
H: -8.22 -7.73 -19.18
H: -11.33 -9.26 -20.06
H: -14.69 -5.85 -20.38
H: -9.99 -4.75 -25.76
H: -10.78 -11.74 -19.90
H: -14.00 -2.84 -13.87
H: -6.69 -3.68 -20.61
H: -8.41 -2.18 -21.44
H: -16.39 -5.54 -17.86
H: -6.82 -6.75 -15.70
H: -12.89 -10.39 -11.83
H: -9.73 -8.58 -20.07

Mulliken atomic charge list, values in e, 99 entries: atom 1 (Nb): -2.98, atom 2 (S): -0.37, atom 3 (Si): 0.59, atom 4 (Si): 0.61, atom 5 (N): 0.04, atom 6 (N): 1.77, atom 7 (N): 1.06, atom 8 (N): -0.02, atom 9 (N): 1.44, atom 10 (N): 0.53, atom 11 (N): 1.03, atom 12 (N): 0.00, atom 13 (N): -0.08, atom 14 (C): -1.25, atom 15 (C): -0.85, atom 16 (C): -0.32, atom 17 (C): -0.58, atom 18 (C): -0.62, atom 19 (C): -0.52, atom 20 (C): -0.72, atom 21 (C): 1.96, atom 22 (C): -0.97, atom 23 (C): -0.69, atom 24 (C): -0.25, atom 25 (C): 0.21, atom 26 (C): 1.16, atom 27 (C): -0.67, atom 28 (C): 0.42, atom 29 (C): -1.29, atom 30 (C): -0.40, atom 31 (C): -0.98, atom 32 (C): 0.28, atom 33 (C): -1.05, atom 34 (C): -1.10, atom 35 (C): -1.12, atom 36 (C): -0.60, atom 37 (C): -1.46, atom 38 (C): 0.03, atom 39 (C): -0.91, atom 40 (C): -1.16, atom 41 (C): 0.02, atom 42 (C): -1.25, atom 43 (C): -0.27, atom 44 (C): 1.48, atom 45 (C): -1.30, atom 46 (C): -0.11, atom 47 (C): 0.30, atom 48 (C): -0.55, atom 49 (C): 0.10, atom 50 (C): 0.48, atom 51 (C): 0.75, atom 52 (C): -1.05, atom 53 (C): -0.02, atom 54 (C): -1.15, atom 55 (C): -1.60, atom 56 (C): -0.84, atom 57 (C): -1.71, atom 58 (C): -0.69, atom 59 (H): 0.40, atom 60 (H): 0.44, atom 61 (H): 0.44, atom 62 (H): 0.49, atom 63 (H): 0.43, atom 64 (H): 0.30, atom 65 (H): 0.53, atom 66 (H): 0.40, atom 67 (H): 0.35, atom 68 (H): 0.61, atom 69 (H): 0.32, atom 70 (H): 0.44, atom 71 (H): 0.56, atom 72 (H): 0.28, atom 73 (H): 0.43, atom 74 (H): 0.55, atom 75 (H): 0.61, atom 76 (H): 0.05, atom 77 (H): 0.41, atom 78 (H): -0.57, atom 79 (H): 0.26, atom 80 (H): 0.29, atom 81 (H): 0.38, atom 82 (H): -0.40, atom 83 (H): 0.25, atom 84 (H): 0.45, atom 85 (H): 0.24, atom 86 (H): 0.24, atom 87 (H): 0.39, atom 88 (H): 0.39, atom 89 (H): 0.46, atom 90 (H): 0.34, atom 91 (H): 0.47, atom 92 (H): 0.34, atom 93 (H): 0.35, atom 94 (H): 0.50, atom 95 (H): 0.43, atom 96 (H): 0.58, atom 97 (H): 0.39, atom 98 (H): 0.42, atom 99 (H): 0.07